Density functional theory data (ωB97M-V/def2-TZVPD) for a molecular structure, C34H32Br2Cl3F3GeMnN5O3Sb.

Each line ends with the Mulliken spin population.
Element x y z (Å)
Mn 0.32142 -1.29344 0.35926  4.3117
C -1.95493 1.32885 1.48079  0.0501
C -0.59907 1.33152 2.12127  0.0433
C -0.35224 2.09870 3.27756  -0.0028
C 0.84520 1.99602 3.93799  0.0062
C 1.86659 1.16084 3.42642  0.0052
C 3.13919 0.95678 4.01698  0.0076
Br 3.57099 1.81105 5.63887  0.0006
C 4.05324 0.14307 3.41955  -0.0010
C 3.75190 -0.48820 2.19528  0.0025
Br 5.04838 -1.57086 1.37521  0.0022
C 2.54432 -0.30442 1.57330  -0.0844
O 2.22082 -0.83207 0.38360  0.1942
C 1.55910 0.51058 2.22059  0.0526
N 0.33311 0.55153 1.60695  -0.1094
H -2.53551 2.20000 1.77695  -0.0003
H -2.50487 0.44074 1.80777  -0.0066
H -1.87533 1.32624 0.39356  -0.0038
H -1.13373 2.74305 3.65535  0.0023
H 1.01725 2.55403 4.84886  0.0001
H 5.02034 -0.02517 3.87192  0.0003
N -1.59675 -1.52525 -0.52286  -0.1128
C -2.08544 -2.85811 -0.06162  0.0061
C -3.56272 -3.11869 -0.34491  0.0052
C -4.60554 -2.18547 0.27994  -0.0021
C -4.75101 -2.25837 1.80187  0.0005
N -4.85209 -3.62058 2.30757  0.0004
C -5.95008 -4.30731 2.55016  0.0004
N -7.16405 -3.80710 2.30173  0.0000
N -5.84906 -5.54094 3.05360  0.0000
C -1.60504 -3.11087 1.38646  0.0093
O -2.20656 -3.90329 2.09864  0.0085
O -0.53909 -2.48001 1.71046  0.1009
H -2.23192 -0.78811 -0.22896  0.0114
H -1.56171 -1.51432 -1.54248  0.0159
H -1.52395 -3.59212 -0.65040  -0.0112
H -3.76670 -4.14805 -0.04616  -0.0008
H -3.70023 -3.09441 -1.42859  -0.0001
H -5.56570 -2.42802 -0.18263  0.0001
H -4.41894 -1.13942 0.01283  0.0000
H -5.60365 -1.66585 2.13770  0.0000
H -3.88089 -1.82992 2.30028  -0.0007
H -3.92829 -4.06025 2.38919  0.0000
H -7.27948 -2.90116 1.88627  0.0000
H -7.99437 -4.29425 2.59063  0.0000
H -4.95549 -5.90518 3.33774  0.0000
H -6.66004 -6.11254 3.21203  0.0000
F 7.91918 2.21978 -3.95627  -0.0002
C 6.73702 2.03014 -3.37671  -0.0005
C 6.55111 0.90041 -2.59921  0.0037
C 5.31507 0.70271 -2.00675  -0.0054
C 4.30171 1.63683 -2.20883  0.1164
C 4.51556 2.78236 -2.97533  0.0133
C 5.74738 2.97987 -3.57287  0.0103
Sb 2.41985 1.34816 -1.34135  0.5303
C 1.00240 0.86957 -2.80598  0.0691
C -0.35745 0.95914 -2.50430  0.0422
C -1.31143 0.63808 -3.45453  0.0143
C -0.87787 0.22378 -4.70423  0.0219
F -1.79236 -0.09348 -5.61812  0.0028
C 0.46167 0.13287 -5.03676  -0.0045
C 1.40426 0.45279 -4.07488  -0.0146
C 1.70467 3.17107 -0.56751  0.1083
C 2.21640 3.62271 0.64983  0.0094
C 1.78881 4.82420 1.18534  0.0104
C 0.84689 5.55865 0.48466  0.0152
F 0.42788 6.71439 0.99697  0.0014
C 0.32592 5.14044 -0.72766  0.0016
C 0.75931 3.93408 -1.25361  0.0038
H 7.36534 0.20188 -2.46638  -0.0003
H 5.15171 -0.16761 -1.38342  -0.0002
H 3.73767 3.52471 -3.11011  -0.0016
H 5.95553 3.85033 -4.17913  0.0011
H -0.67861 1.31428 -1.52997  -0.0309
H -2.37308 0.72282 -3.26304  0.0006
H 0.74668 -0.18921 -6.02873  0.0004
H 2.45694 0.37581 -4.31897  0.0020
H 2.95949 3.04480 1.18816  0.0043
H 2.17371 5.20323 2.12216  0.0004
H -0.39381 5.76141 -1.24298  0.0004
H 0.36212 3.60619 -2.20616  0.0024
Cl -0.13813 -2.91505 -3.12981  -0.0617
Ge 1.30585 -2.74919 -1.50783  -0.2629
Cl 3.12098 -2.06571 -2.42614  -0.0459
Cl 1.64421 -4.71646 -0.78607  -0.0586

Charge = +2
Spin multiplicity = 6
Strongest force on any atom = 0.862 eV/Å
LUMO level (spin up / spin down) = -6.89 / -7.05 eV
Energy relative to the best compared isomer or geometry (same formula, charge and spin) = 11.0 kcal/mol
Frontier orbital gap (spin up / spin down) = 5.84 / 5.81 eV

---

Density functional theory data (ωB97M-V/def2-TZVPD) for 13 unconnected molecules or ions with the total composition C34H32Cl48F2N4O6PS at a distorted geometry.

Each line ends with the Mulliken charge.
Element x y z (Å)
C -5.00558 -1.93216 1.20192  -1.0836
C -3.88336 -2.82784 0.41300  0.4264
F -4.08728 -4.23958 0.91203  -0.3434
C -3.86848 -2.69860 -1.21825  -0.0736
N -4.80545 -3.56855 -2.02322  -0.4901
C -6.05938 -3.66282 -1.49309  0.3160
S -7.58114 -4.00720 -0.78221  0.0024
N -4.34330 -1.29764 -1.66014  0.1530
C -3.21597 -0.40148 -1.20303  -1.3688
C -1.91771 -1.25768 -1.83061  2.5309
C -0.80628 -0.93049 -0.64324  -1.3434
O 0.59285 -1.04828 -1.06169  0.6595
C 1.41889 0.08578 -0.62194  0.4141
C 2.67037 -0.26650 0.41727  -0.2217
C 3.73404 0.86194 0.98222  -0.7270
C 3.54444 2.41424 0.47626  -0.4095
C 2.30224 2.81990 -0.54438  -0.6994
C 1.26599 1.65151 -1.08236  -0.3063
C -1.71683 -0.35495 -3.22500  -0.5782
O -0.54293 0.26226 -3.53666  -0.6286
N -2.83765 -0.10038 -4.23499  -0.0806
C -2.29397 0.82912 -5.34073  0.4512
O -2.33036 2.17731 -5.15330  -0.4382
F -1.77214 0.36586 -6.64621  -0.2067
C -2.39820 -2.85301 -2.01900  -0.0399
C -1.29040 -3.81059 -1.27580  -0.2784
C -1.35357 -5.40410 -1.62147  -0.3712
C -2.67704 -6.21083 -1.10596  0.0109
C -2.42539 -7.81060 -1.52865  -0.8131
C -2.71362 -8.00406 -3.16449  0.0126
N -1.50286 -8.65609 -3.83322  -0.7166
C -2.52683 -3.38930 -3.56089  -0.5644
P -0.93877 -3.42349 -4.60204  0.7230
O -0.52314 -4.88956 -5.13053  -0.7216
O -1.32225 -2.53675 -6.09582  -0.5415
O 0.44487 -2.61881 -3.93122  -0.2502
H -4.62782 -0.87640 1.56526  0.2848
H -5.39287 -2.52974 2.15578  0.3665
H -5.98063 -1.75224 0.53966  0.1955
H -2.83033 -2.50748 0.87571  0.0162
H -4.47353 -1.48141 -2.70040  0.7419
H -5.30123 -0.98928 -1.39301  0.5699
H -3.14777 -0.16187 -0.03578  0.1605
H -3.27365 0.69728 -1.63993  0.4261
H -0.94840 -1.55915 0.33136  -0.2149
H -1.01017 0.20532 -0.33713  0.6332
H 2.80673 -1.37813 0.76949  0.2540
H 4.61839 0.53569 1.68810  0.4068
H 4.32246 3.23538 0.84720  0.4255
H 2.19763 3.94354 -0.91166  0.3628
H 0.41492 1.97751 -1.81724  0.2988
H -3.61751 0.45517 -3.82093  0.4122
H -0.17864 -3.47880 -1.56242  -0.3126
H -1.30537 -3.72984 -0.08433  0.3888
H -1.19339 -5.68901 -2.74866  -0.3231
H -0.42894 -5.89710 -1.04630  0.4703
H -2.69259 -6.20665 0.06423  0.2216
H -3.68533 -5.91756 -1.61948  0.0191
H -3.19228 -8.53086 -0.97167  0.2972
H -1.30842 -8.11849 -1.33538  0.3356
H -2.84865 -6.91875 -3.63366  -0.0156
H -3.72448 -8.56949 -3.37752  0.3573
H -0.77933 -7.92226 -4.09034  0.2683
H -1.80914 -9.04221 -4.76121  0.2635
H -2.99123 -4.48482 -3.66331  0.4079
H -3.32442 -2.68733 -4.10567  0.7216
H -0.52700 -1.96216 -6.33343  0.3420
H 1.03034 -3.23701 -3.38662  0.0878
C 3.66096 -4.89154 -1.50370  0.0366
Cl 3.01268 -3.32709 -0.94977  -0.0120
Cl 5.27134 -4.64522 -2.22515  0.0343
Cl 3.79485 -6.00318 -0.11778  -0.0975
Cl 2.56491 -5.59071 -2.72216  -0.0373
C -0.72853 3.42703 2.32633  0.1249
Cl -1.28571 1.94838 3.14959  -0.1357
Cl -0.21516 4.62542 3.54074  -0.0498
Cl 0.64572 3.03286 1.26307  0.1794
Cl -2.05906 4.10149 1.35184  -0.1311
C 3.91022 3.45827 4.26767  0.1746
Cl 3.28723 5.11125 4.03497  -0.0123
Cl 5.69044 3.49763 4.32895  -0.1216
Cl 3.27793 2.79489 5.79560  -0.1029
Cl 3.38525 2.42925 2.91108  0.0168
C 3.93897 8.48947 6.90075  0.1438
Cl 2.15950 8.39963 6.89776  -0.0765
Cl 4.46403 9.90048 5.94793  -0.0702
Cl 4.52254 8.65379 8.57613  0.0639
Cl 4.60987 7.00392 6.18113  -0.0457
C 5.31651 -1.03956 -4.41071  0.1536
Cl 3.65067 -1.58468 -4.09068  0.0214
Cl 5.66814 -1.19421 -6.15052  -0.1123
Cl 5.48859 0.66434 -3.91923  -0.0966
Cl 6.45871 -2.04374 -3.48237  0.0154
C 0.08621 4.37251 -7.51729  0.3180
Cl 1.70560 4.59816 -6.80929  -0.0972
Cl 0.14762 4.72097 -9.26351  -0.0985
Cl -0.44275 2.68984 -7.26575  -0.0332
Cl -1.06568 5.48111 -6.73057  -0.1037
C 9.73268 -4.40140 -3.95845  0.2951
Cl 11.02814 -3.88296 -2.85047  -0.0893
Cl 8.17280 -4.38452 -3.09764  -0.0638
Cl 9.65705 -3.28698 -5.34654  -0.0876
Cl 10.07275 -6.05122 -4.53917  -0.0892
C 5.84477 10.08036 1.86799  0.2715
Cl 4.68586 11.42808 1.74485  -0.0927
Cl 5.14343 8.78346 2.86832  0.0280
Cl 6.19724 9.44947 0.23944  -0.1079
Cl 7.35264 10.66046 2.61940  -0.0905
C -5.00932 6.31204 3.79177  0.2752
Cl -5.52893 6.48206 2.09598  -0.1081
Cl -6.03683 5.10818 4.60997  -0.1011
Cl -3.31110 5.77538 3.84163  0.0035
Cl -5.16043 7.88263 4.61956  -0.0919
C 1.08025 6.53261 10.41135  0.2840
Cl 1.99113 8.00249 10.84074  -0.0683
Cl -0.61642 6.96169 10.07717  -0.0914
Cl 1.80144 5.78928 8.96159  -0.0335
Cl 1.14487 5.37692 11.76597  -0.0980
C -11.37310 -6.19726 0.34992  0.3355
Cl -12.96159 -5.55879 0.84355  -0.0761
Cl -11.03217 -7.69916 1.24579  -0.0794
Cl -11.38767 -6.53906 -1.39862  -0.0958
Cl -10.11089 -4.99197 0.70900  -0.1284
C 6.73412 8.11979 11.93571  0.2748
Cl 4.99515 8.03412 11.55726  -0.0150
Cl 7.33675 6.49054 12.33179  -0.0943
Cl 7.61850 8.75331 10.52469  -0.0973
Cl 6.98611 9.20127 13.32917  -0.0895

Charge = +1
Strongest force on any atom = 10.372 eV/Å
LUMO level = -4.38 eV
Frontier orbital gap = 6.10 eV